No. 1
Here is a molecular structure, C3H13N3O2 at a distorted geometry from OMol25. Energies are from ωB97M-V/def2-TZVPD.

CARTESIAN COORDINATES (ANGSTROEM)
C: 0.043 -1.274 1.064
C: 1.985 -1.395 -0.319
N: 0.385 0.635 -0.906
N: 1.107 -0.610 0.522
N: 1.017 1.834 -0.552
O: 0.646 0.323 -2.253
H: 1.552 0.644 -2.395
H: 1.389 1.691 0.382
H: 0.363 2.611 -0.569
H: 2.682 -0.743 -0.846
H: 2.567 -2.042 0.342
H: -0.068 -2.334 0.813
H: -1.081 -0.716 0.554
H: -0.105 -1.034 2.118
H: 1.451 -2.017 -1.047
C: -2.666 0.802 0.791
O: -1.916 0.013 -0.101
H: -0.706 0.533 -0.716
H: -3.495 0.231 1.228
H: -2.055 1.187 1.624
H: -3.095 1.664 0.267

Atomic forces in eV per Å
0.8 -0.1 0.0
-0.1 0.1 -0.2
-0.1 -0.2 0.1
-0.6 -0.2 0.3
-0.2 -0.2 -0.1
0.0 0.1 0.2
-0.1 0.0 0.1
0.0 0.0 0.0
0.0 -0.1 0.0
0.0 0.0 0.0
-0.1 0.0 0.0
0.0 0.1 -0.1
-0.8 0.7 -0.6
-0.1 0.1 -0.1
0.0 0.0 0.1
0.0 0.0 0.1
0.5 -0.6 0.6
0.7 0.2 -0.2
0.0 0.0 0.0
0.0 0.0 -0.1
0.0 -0.1 0.0

Orbital gap (alpha / beta) in hartree: 0.308 / 0.308
Relative energy (zero: lowest compared OMol25 entry of this formula, charge and spin) in eV: 6.969
Maximum force in eV/Å: 1.21
E_HOMO (alpha / beta) in eV: -8.067 / -8.068
Calculated total energy in eV: -11880.7564

No. 2
Here is a molecular structure, C18H34N7Os from OMol25. Energies are from ωB97M-V/def2-TZVPD.

CARTESIAN COORDINATES (ANGSTROEM)
Os: 0.863 -0.874 0.381
C: -1.170 -0.347 2.433
N: 0.123 -1.101 2.336
C: 1.061 -0.577 3.378
C: -0.128 -2.564 2.558
C: -0.590 -3.182 1.271
C: -1.330 -4.332 1.209
C: -1.623 -4.898 -0.041
C: -1.179 -4.296 -1.239
C: -0.452 -3.139 -1.194
C: -0.143 -2.540 0.058
H: -1.533 -0.401 3.461
H: -1.906 -0.797 1.769
H: -1.009 0.699 2.172
H: 0.619 -0.729 4.364
H: 1.217 0.490 3.225
H: 2.007 -1.112 3.326
H: -0.836 -2.691 3.379
H: 0.816 -3.023 2.861
H: -1.677 -4.820 2.112
H: -2.196 -5.816 -0.087
H: -1.421 -4.759 -2.187
H: -0.119 -2.675 -2.114
C: 4.267 -0.448 0.878
C: 3.788 0.748 0.069
C: 4.684 1.028 -1.130
C: 3.608 1.981 0.941
N: 2.381 0.450 -0.450
N: 2.226 -0.729 -1.256
H: 5.232 -0.214 1.325
H: 4.424 -1.351 0.281
H: 3.583 -0.674 1.704
H: 5.678 1.297 -0.774
H: 4.311 1.864 -1.724
H: 4.807 0.155 -1.777
H: 4.574 2.276 1.348
H: 2.940 1.786 1.783
H: 3.223 2.827 0.369
H: 1.985 1.242 -0.969
H: 3.074 -1.298 -1.263
H: 1.934 -0.517 -2.211
C: -3.051 4.167 -1.634
C: -3.926 2.939 -1.863
C: -4.404 2.325 -0.552
C: -3.244 1.906 -2.763
N: -2.004 1.369 -2.147
C: -1.843 0.400 -1.257
N: -0.553 0.337 -0.961
N: 0.053 1.301 -1.709
N: -0.809 1.910 -2.413
H: -3.611 4.927 -1.092
H: -2.712 4.607 -2.572
H: -2.170 3.927 -1.031
H: -4.804 3.243 -2.440
H: -3.561 2.060 0.097
H: -5.024 1.440 -0.713
H: -5.003 3.044 0.004
H: -2.928 2.333 -3.712
H: -3.887 1.047 -2.953
H: -2.635 -0.217 -0.867

Atomic forces in eV per Å
0.0 0.1 -0.1
0.0 0.0 0.0
0.0 0.0 0.1
0.0 0.0 0.0
0.0 -0.1 -0.1
0.0 0.1 0.0
0.0 0.0 0.0
0.0 0.0 0.0
0.0 0.0 0.0
0.0 0.1 0.0
0.0 -0.1 0.0
0.0 0.0 0.0
0.0 0.0 0.0
0.0 0.0 0.0
0.0 0.0 0.0
0.0 0.0 0.0
0.0 0.0 0.0
0.0 0.0 0.0
0.0 0.0 0.0
0.0 0.0 0.0
0.0 0.0 0.0
0.0 0.0 0.0
0.0 0.0 0.0
0.0 0.0 0.0
0.0 0.0 0.0
0.0 0.0 0.0
0.0 0.0 0.0
0.0 0.0 0.0
0.1 0.0 0.0
0.0 0.0 0.0
0.0 0.0 0.0
0.0 0.0 0.0
0.0 0.0 0.0
0.0 0.0 0.0
0.0 0.0 0.0
0.0 0.0 0.0
0.0 0.0 0.0
0.0 0.0 0.0
0.0 0.0 0.0
0.0 0.0 0.0
0.0 0.0 0.0
0.0 0.0 0.0
0.0 0.0 0.0
0.0 0.0 0.0
0.0 0.0 0.0
0.0 0.0 0.0
0.0 0.0 0.0
0.1 0.1 0.0
0.0 -0.1 0.1
0.0 0.0 0.0
0.0 0.0 0.0
0.0 0.0 0.0
0.0 0.0 0.0
0.0 0.0 0.0
0.0 0.0 0.0
0.0 0.0 0.0
0.0 0.0 0.0
0.0 0.0 0.0
0.0 0.0 0.0
0.0 0.0 0.0

Orbital gap (alpha / beta) in hartree: 0.352 / 0.239
Relative energy (zero: lowest compared OMol25 entry of this formula, charge and spin) in eV: 0.000
Maximum force in eV/Å: 0.14
Multiplicity: 5
Charge: +3
E_HOMO (alpha / beta) in eV: -18.953 / -19.201
⟨S²⟩: 6.039
Calculated total energy in eV: -32084.6706

No. 3
Here is a molecular structure, C24H60BF4N4Na3O8 at a distorted geometry from OMol25. Energies are from ωB97M-V/def2-TZVPD.

CARTESIAN COORDINATES (ANGSTROEM)
Na: 4.382 2.484 -4.394
Na: 6.311 0.070 -1.922
Na: 4.049 -1.202 -4.671
B: 2.858 0.060 -2.198
F: 2.280 -1.083 -2.643
F: 3.320 0.757 -3.300
F: 1.904 0.825 -1.545
F: 3.840 -0.253 -1.305
C: -1.113 1.043 -2.805
O: -2.431 0.510 -2.691
C: -2.681 -0.323 -1.561
C: -4.125 -0.131 -1.071
N: -5.086 -0.689 -2.041
C: -6.387 -0.600 -1.450
C: -7.490 -0.943 -2.425
O: -7.845 -2.290 -2.569
C: -6.824 -3.223 -3.051
H: -0.889 1.570 -3.732
H: -0.331 0.289 -2.888
H: -0.833 1.711 -1.990
H: -2.000 -0.070 -0.749
H: -2.417 -1.364 -1.747
H: -4.297 0.918 -0.828
H: -4.159 -0.820 -0.226
H: -5.062 -0.118 -2.874
H: -6.634 0.373 -1.026
H: -6.442 -1.294 -0.611
H: -7.363 -0.531 -3.426
H: -8.436 -0.623 -1.989
H: -6.214 -2.885 -3.889
H: -7.381 -4.055 -3.482
H: -6.198 -3.652 -2.268
C: 6.302 -4.064 3.192
O: 5.441 -2.940 2.989
C: 4.064 -3.369 2.849
C: 3.307 -2.422 1.952
N: 3.201 -1.159 2.705
C: 2.712 -0.100 1.830
C: 2.824 1.260 2.611
O: 4.183 1.585 2.946
C: 4.276 2.641 3.902
H: 6.066 -4.566 4.130
H: 7.350 -3.769 3.238
H: 6.322 -4.786 2.376
H: 3.658 -3.375 3.860
H: 4.047 -4.380 2.443
H: 2.326 -2.800 1.665
H: 3.877 -2.241 1.041
H: 4.120 -0.819 2.947
H: 1.736 -0.314 1.394
H: 3.340 0.024 0.948
H: 2.074 1.230 3.401
H: 2.497 2.115 2.018
H: 4.053 3.625 3.489
H: 5.323 2.820 4.143
H: 3.721 2.506 4.831
C: 6.351 6.031 1.398
O: 5.857 4.782 0.872
C: 4.454 4.737 0.588
C: 4.143 3.441 -0.162
N: 2.796 3.286 -0.656
C: 2.365 4.263 -1.642
C: 0.812 4.328 -1.809
O: 0.487 5.564 -2.442
C: -0.924 5.677 -2.802
H: 7.436 6.104 1.325
H: 5.910 6.160 2.387
H: 5.920 6.858 0.834
H: 4.193 5.597 -0.030
H: 3.806 4.925 1.444
H: 4.316 2.574 0.475
H: 4.866 3.286 -0.963
H: 2.620 2.312 -0.855
H: 2.810 3.934 -2.581
H: 2.762 5.251 -1.405
H: 0.373 4.184 -0.822
H: 0.510 3.534 -2.491
H: -1.075 6.688 -3.179
H: -1.510 5.566 -1.890
H: -1.114 4.854 -3.491
C: -7.886 -3.186 1.197
O: -6.743 -3.338 1.984
C: -5.514 -2.915 1.400
C: -4.341 -3.781 1.891
N: -3.109 -3.109 1.429
C: -1.864 -3.695 1.906
C: -0.676 -2.977 1.279
O: -0.821 -3.078 -0.119
C: 0.174 -2.435 -0.915
H: -8.785 -3.473 1.742
H: -7.812 -3.719 0.249
H: -8.085 -2.140 0.964
H: -5.359 -1.884 1.718
H: -5.616 -2.969 0.316
H: -4.622 -4.799 1.623
H: -4.397 -3.781 2.980
H: -2.958 -3.203 0.435
H: -1.859 -4.744 1.608
H: -1.825 -3.685 2.995
H: 0.251 -3.419 1.643
H: -0.686 -1.919 1.540
H: 1.184 -2.797 -0.721
H: 0.096 -1.351 -0.829
H: -0.037 -2.705 -1.949

Atomic forces in eV per Å
-0.2 0.0 0.3
-0.4 0.0 0.3
-0.3 0.0 0.3
-2.4 0.1 1.9
-0.3 -1.7 -1.2
1.4 1.2 -1.8
-0.3 0.2 -0.1
2.3 -0.1 0.4
0.4 -0.6 0.1
0.5 0.6 -0.6
0.2 0.7 0.4
1.3 -1.7 -1.3
0.9 0.7 0.6
-0.9 -0.6 -0.3
-1.1 -0.4 0.5
1.7 -2.2 -0.5
-1.3 0.0 -0.1
-1.2 0.4 -0.3
-0.1 -0.7 0.6
-0.2 0.0 0.3
0.1 0.5 0.3
-0.5 -0.2 -0.5
-0.1 0.1 0.3
-0.3 0.5 0.6
0.0 0.1 -0.3
0.1 0.5 0.0
-0.1 -0.1 0.0
0.3 0.5 0.0
0.1 0.9 -0.2
0.1 0.7 0.2
-0.2 -0.1 0.2
0.1 0.4 0.2
0.3 0.3 0.2
0.1 -0.8 -0.7
0.8 -0.4 0.1
0.8 0.9 1.2
-1.0 0.2 -1.1
1.0 1.6 0.6
-0.8 0.0 -1.3
-0.7 -0.5 1.0
0.8 0.5 -0.3
-0.1 -0.2 0.0
-0.2 0.7 0.2
-0.7 -0.1 -0.2
-0.4 -0.1 -0.1
0.0 -0.1 0.0
0.0 0.0 0.3
0.2 -0.3 -0.4
0.4 -0.5 0.4
-0.4 0.2 0.6
0.4 -0.1 -0.3
0.7 -0.1 0.9
-0.4 -0.1 -0.6
-0.8 0.0 -0.4
0.2 -0.8 0.1
-0.2 -0.4 -0.2
-1.7 -0.3 -0.4
0.1 -0.1 -0.1
0.5 0.7 -0.5
-0.2 -0.7 0.5
-0.2 1.2 1.2
-0.6 -0.9 0.2
1.2 0.5 -0.7
-0.4 0.1 0.3
1.6 -0.4 1.0
-0.2 -0.4 0.3
0.7 0.0 0.4
0.1 0.2 -0.4
0.2 0.2 -0.5
0.1 -0.7 0.6
0.1 0.1 0.4
0.7 0.5 -0.6
-0.4 0.4 -0.2
0.1 0.4 -1.0
-0.2 -0.1 0.0
-0.3 0.2 0.0
-0.2 -0.4 0.2
0.0 -0.3 -0.3
-0.3 -0.1 0.0
-0.5 0.3 -0.3
-0.3 0.7 -0.3
0.5 -0.7 0.6
-0.6 0.0 0.5
-0.9 1.3 -0.1
0.0 -0.6 0.2
-0.2 -0.2 0.2
-0.5 0.2 0.2
0.4 -0.3 -0.7
-0.7 -0.4 0.1
0.3 -0.5 0.2
-0.1 -0.2 -0.1
0.2 0.4 -0.2
0.3 0.2 -0.3
0.3 0.0 -0.3
0.8 -0.4 -0.5
0.3 0.2 0.1
-0.8 0.2 -0.5
0.5 -0.4 0.0
0.2 0.2 0.1
0.2 -0.1 -0.1
0.0 0.2 0.3
0.1 0.1 0.4
0.3 0.1 0.2
-0.1 0.1 0.0

Orbital gap (alpha / beta) in hartree: 0.171 / 0.203
Relative energy (zero: lowest compared OMol25 entry of this formula, charge and spin) in eV: 1.967
Maximum force in eV/Å: 3.05
Multiplicity: 2
Charge: +1
E_HOMO (alpha / beta) in eV: -8.833 / -10.230
⟨S²⟩: 0.751
Calculated total energy in eV: -72991.4836

No. 4
Here is a molecular structure, C29H57BaCl3N2O3PSi at a distorted geometry from OMol25. Energies are from ωB97M-V/def2-TZVPD.

CARTESIAN COORDINATES (ANGSTROEM)
C: 2.827 -2.912 -3.976
C: 2.209 -2.041 -5.000
H: 2.581 -3.956 -4.191
H: 2.495 -2.753 -2.891
H: 3.924 -2.828 -3.968
C: 2.126 -2.463 -6.282
C: 2.483 -3.821 -6.773
H: 1.859 -1.764 -7.070
H: 1.989 -4.618 -6.205
H: 3.565 -4.010 -6.740
H: 2.168 -3.917 -7.818
Ba: 1.553 -0.435 -1.120
Cl: 0.639 1.513 3.917
Cl: 2.519 -3.197 -1.148
C: 0.875 3.225 -0.271
O: 0.773 2.012 -0.564
N: -0.093 4.158 -0.428
C: -1.509 3.836 -0.592
C: 0.338 5.537 -0.619
H: 1.815 3.659 0.122
H: -1.886 3.247 0.257
H: -1.710 3.297 -1.532
H: -2.042 4.795 -0.612
H: 1.117 5.757 0.116
H: -0.524 6.197 -0.472
H: 0.751 5.689 -1.631
H: 0.117 -5.227 1.811
H: 0.256 -4.299 -1.394
C: -0.881 -5.195 1.353
C: -0.778 -4.528 -1.070
N: -0.959 -4.163 0.328
H: -1.597 -4.971 2.150
C: -0.901 -2.856 0.622
O: -0.722 -1.985 -0.251
H: -1.458 -3.936 -1.701
H: -0.964 -2.608 1.696
H: -1.127 -6.162 0.901
H: -0.989 -5.592 -1.178
O: 0.879 -0.592 -3.498
C: 1.858 -0.622 -4.596
C: 0.403 -0.032 -6.589
C: 1.471 0.294 -5.747
H: -0.132 -0.977 -6.441
C: -0.005 0.854 -7.588
H: 2.775 -0.211 -4.139
C: 2.202 1.471 -5.970
H: -0.863 0.585 -8.214
C: 0.700 2.043 -7.788
C: 1.816 2.341 -6.991
H: 3.054 1.677 -5.316
H: 0.382 2.727 -8.574
H: 2.374 3.266 -7.143
Si: -0.662 0.296 -3.362
Cl: 0.922 -0.776 1.950
C: -1.813 -0.549 -4.545
C: -0.237 2.085 -3.697
C: -1.598 0.213 -1.750
H: -1.935 -0.017 -5.494
H: -2.793 -0.604 -4.048
H: -1.486 -1.578 -4.750
H: -1.893 -0.801 -1.437
H: -2.521 0.773 -1.970
H: -1.076 0.739 -0.936
H: -0.038 2.287 -4.756
H: 0.642 2.427 -3.128
H: -1.096 2.705 -3.398
C: -2.260 2.660 5.173
C: -1.039 2.421 6.073
C: -1.360 2.511 7.566
P: -0.178 0.876 5.609
C: 1.232 0.373 6.653
C: 0.823 -0.084 8.058
C: 2.097 -0.705 5.970
C: -1.272 -0.580 5.395
C: -2.257 -0.728 6.561
C: -1.990 -0.597 4.044
H: -3.072 1.940 5.364
H: -1.988 2.630 4.107
H: -2.643 3.667 5.384
H: -0.286 3.196 5.841
H: -1.972 1.668 7.916
H: -0.448 2.574 8.173
H: -1.927 3.434 7.740
H: 1.837 1.292 6.745
H: 0.296 -1.046 8.042
H: 1.732 -0.218 8.663
H: 0.204 0.652 8.579
H: 2.597 -0.317 5.076
H: 2.871 -1.057 6.667
H: 1.504 -1.574 5.658
H: -0.581 -1.444 5.406
H: -2.983 0.094 6.601
H: -2.828 -1.655 6.415
H: -1.763 -0.813 7.534
H: -1.264 -0.741 3.231
H: -2.685 -1.453 4.036
H: -2.574 0.316 3.859

Atomic forces in eV per Å
-0.5 -0.1 0.8
-0.1 -0.1 -1.4
0.2 0.0 0.1
0.4 0.0 -2.4
-0.1 0.1 -0.1
0.0 0.9 0.6
0.1 -0.5 -0.3
-0.1 -0.1 0.2
0.1 0.1 0.0
-0.2 0.0 0.1
0.1 -0.1 0.1
0.4 -0.4 2.6
1.8 1.9 -3.2
0.1 -0.6 2.3
0.2 -0.5 -0.8
-0.3 1.3 0.7
-0.1 -0.3 0.4
0.2 0.0 -0.2
0.0 -0.1 0.2
-0.2 -0.3 -0.3
0.2 0.1 -0.3
0.0 0.1 0.3
0.0 -0.4 0.0
-0.1 0.2 -0.2
0.3 0.0 0.1
-0.1 0.0 0.2
-0.1 -0.2 -0.2
-0.4 -0.2 0.1
0.0 0.4 0.2
0.4 0.2 -0.4
-0.2 0.0 -0.3
0.0 -0.1 -0.1
0.7 0.7 -0.7
-0.5 -1.3 0.8
0.1 -0.2 0.2
0.0 0.0 -0.3
0.1 0.2 0.2
0.0 0.1 -0.1
-1.5 0.3 -0.6
0.1 0.4 -0.1
-0.2 0.2 0.1
0.2 0.0 0.0
0.3 0.5 -0.1
0.2 -0.1 0.1
-0.1 0.1 -0.1
-0.4 -0.4 -0.1
0.4 0.2 0.2
0.2 -0.1 0.2
-0.1 -0.1 0.0
-0.3 0.1 -0.2
0.1 -0.1 0.2
-0.2 -0.2 0.0
0.8 -0.1 -1.4
0.5 -0.2 -0.4
-0.6 -0.1 -0.3
-0.3 0.1 -0.2
0.4 -0.2 0.4
0.0 -0.1 0.2
0.1 0.0 -0.2
-0.1 0.3 0.1
0.2 0.5 -0.1
0.3 0.0 -0.1
-0.4 -0.3 0.0
-0.1 -0.1 0.2
-0.2 -0.1 -0.1
0.2 -0.1 -0.1
-0.1 0.3 0.0
0.3 -0.2 0.1
-0.3 0.3 0.1
-1.6 -1.9 3.3
0.0 0.1 0.0
0.2 0.0 0.4
0.2 0.1 -0.1
0.2 0.4 0.3
-0.3 -0.4 0.1
-0.1 -0.3 -0.3
0.3 0.2 0.0
-0.1 -0.1 0.4
-0.1 -0.2 0.0
-0.2 -0.1 0.0
0.3 0.3 -0.1
-0.2 -0.1 -0.2
0.0 0.1 0.1
-0.1 -0.2 0.0
0.1 0.2 -0.1
0.0 -0.1 0.0
0.1 -0.3 -0.2
-0.2 -0.1 0.1
-0.2 0.1 -0.1
0.1 0.2 0.1
-0.2 0.4 0.0
0.2 -0.2 0.0
-0.2 -0.1 0.0
-0.1 0.2 -0.3
-0.2 0.2 0.1
0.1 0.2 -0.1
0.2 -0.3 0.1

Orbital gap (alpha / beta) in hartree: 0.113 / 0.081
Relative energy (zero: lowest compared OMol25 entry of this formula, charge and spin) in eV: 5.202
Maximum force in eV/Å: 4.18
Charge: -1
E_HOMO (alpha / beta) in eV: -0.836 / 0.035
Calculated total energy in eV: -95549.9729